[1]
Density functional theory data (the ωB97M-V functional and the def2-TZVPD basis) for C28H49F18Li2N7P3 as an isolated structure at a distorted geometry.

Last column: Löwdin charge in e.
Element x y z (Å)
Li: -10.0725 3.0701 2.1295  0.5887
Li: -12.7669 -0.2806 4.4787  0.6078
P: -11.8035 0.5602 1.9770  0.1684
F: -10.4680 1.2461 1.4103  -0.1988
F: -12.0670 -0.1736 0.5581  -0.1271
F: -10.8792 -0.6330 2.5753  -0.1585
F: -13.1121 -0.2236 2.6347  -0.2403
F: -11.3948 1.2668 3.3697  -0.2044
F: -12.7381 1.8076 1.7333  -0.1196
P: -14.6461 -2.4663 4.8806  0.2038
F: -13.2471 -2.5360 4.0415  -0.1749
F: -15.3541 -3.4284 3.7213  -0.1705
F: -14.2221 -3.6298 5.9455  -0.1397
F: -16.1208 -2.3534 5.5813  -0.1524
F: -13.9468 -1.4515 5.8978  -0.1718
F: -15.0552 -1.1991 3.9632  -0.1782
P: -10.4022 4.7180 4.2203  0.1967
F: -11.4197 4.5782 2.9543  -0.1927
F: -10.7080 6.3197 4.4584  -0.1692
F: -11.6076 4.3615 5.2988  -0.1732
F: -9.2496 4.8263 5.4104  -0.1868
F: -10.0280 3.1478 4.2168  -0.2110
F: -9.2836 5.1015 3.1586  -0.1591
C: -6.9683 0.4784 -1.4577  -0.0866
C: -8.3978 1.0507 -1.3506  -0.2472
C: -9.1599 1.3200 -2.6567  -0.1862
C: -9.4127 0.1122 -3.4867  -0.1934
N: -9.6008 -0.8364 -4.1472  0.1455
H: -6.5282 0.8585 -2.3796  0.0717
H: -6.9252 -0.6019 -1.5964  0.0723
H: -6.3400 0.8664 -0.6560  0.0576
H: -8.2860 2.0005 -0.8276  0.0930
H: -8.9310 0.4554 -0.6094  0.0898
H: -8.6393 2.0500 -3.2766  0.1143
H: -10.1113 1.8351 -2.5236  0.0750
C: -8.0673 -0.1457 8.5725  -0.1046
C: -8.8730 1.1439 8.1963  -0.1960
C: -9.1215 1.3115 6.6254  -0.1474
C: -9.9906 0.2991 6.0163  -0.1698
N: -10.7302 -0.4883 5.5594  0.1468
H: -7.8939 -0.1847 9.6479  0.0615
H: -7.0577 -0.1905 8.1642  0.0656
H: -8.6614 -1.0492 8.4350  0.0693
H: -8.2904 2.0113 8.5068  0.1021
H: -9.8571 1.1190 8.6642  0.1043
H: -8.1305 1.2502 6.1756  0.0958
H: -9.5454 2.2776 6.3511  0.0975
C: -10.8204 4.2471 -3.7186  -0.1162
C: -12.1464 4.5535 -3.0879  -0.2334
C: -12.5181 3.7714 -1.7480  -0.1358
C: -11.6003 3.7139 -0.6138  -0.1819
N: -10.9063 3.6924 0.2940  0.1603
H: -10.8537 3.2884 -4.2362  0.0768
H: -10.1792 4.1613 -2.8413  0.0640
H: -10.5115 5.0394 -4.4004  0.0867
H: -12.8558 4.3634 -3.8934  0.1053
H: -12.2320 5.6325 -2.9589  0.1079
H: -12.7067 2.7154 -1.9411  0.1122
H: -13.4674 4.1634 -1.3828  0.1137
C: -15.6798 0.9194 -0.8426  -0.0875
C: -16.5912 1.1935 0.3320  -0.2177
C: -16.3100 0.3366 1.5593  -0.0977
C: -15.8403 -1.0652 1.2963  0.0319
N: -15.5412 -2.1579 1.0421  0.4200
H: -14.6426 1.0609 -0.5386  0.0747
H: -15.9780 1.5493 -1.6807  0.0895
H: -15.7036 -0.0944 -1.2422  0.0843
H: -17.5892 0.9724 -0.0465  0.1288
H: -16.5329 2.2493 0.5965  0.1036
H: -17.2253 0.3678 2.1504  0.1479
H: -15.4700 0.8412 2.0367  0.1210
C: -9.2322 -5.1471 0.0488  -0.1018
C: -10.2480 -4.0064 0.4399  -0.2099
C: -10.2639 -2.8924 -0.6091  -0.1955
C: -10.2966 -3.2313 -2.0152  -0.2829
N: -10.2614 -3.5215 -3.0932  0.1508
H: -8.1855 -4.8476 0.1029  0.0645
H: -9.3778 -5.3987 -1.0017  0.0591
H: -9.3316 -6.0078 0.7103  0.0673
H: -9.9876 -3.6660 1.4421  0.1059
H: -11.1958 -4.5429 0.3952  0.1059
H: -9.3405 -2.3158 -0.5551  0.1123
H: -11.1084 -2.2142 -0.4874  0.0971
C: -7.0250 -0.9776 3.5615  -0.0795
C: -6.0363 0.1690 3.9410  -0.2319
C: -5.8390 1.1314 2.7430  -0.1700
C: -6.9967 1.9842 2.4947  -0.1588
N: -7.9121 2.6570 2.3038  0.1628
H: -8.0415 -0.6680 3.3187  0.0664
H: -6.9385 -1.6937 4.3788  0.0731
H: -6.5514 -1.4575 2.7051  0.0681
H: -5.0741 -0.2500 4.2353  0.1067
H: -6.3728 0.6793 4.8436  0.0875
H: -5.5111 0.5909 1.8550  0.1124
H: -4.9861 1.7624 2.9929  0.1201
C: -16.7904 4.8053 2.3026  -0.0900
C: -16.2438 3.7015 3.1921  -0.2600
C: -14.7330 3.6937 3.3344  -0.1750
C: -14.2105 2.5882 4.1971  -0.1476
N: -13.8081 1.6809 4.8402  0.1632
H: -16.2687 5.7494 2.4592  0.0813
H: -17.8534 5.0159 2.4201  0.0799
H: -16.5166 4.5762 1.2727  0.0602
H: -16.4680 2.6789 2.8886  0.0759
H: -16.6586 3.8481 4.1894  0.1209
H: -14.3997 4.6453 3.7485  0.1295
H: -14.2377 3.6241 2.3659  0.1053

Results
Orbital gap (spin up / spin down)   0.3636 / 0.1032 Eh
M   932.5 g mol⁻¹
Multiplicity   2

=====

[2]
Density functional theory data (the ωB97M-V functional and the def2-TZVPD basis) for C28H49N2OP3SSc as an isolated structure at a distorted geometry.

Last column: Löwdin charge in e.
Element x y z (Å)
Sc: 0.3079 0.1154 0.6886  0.5317
P: -1.8963 1.1910 1.5107  0.7773
P: -0.1235 -2.5151 0.7263  0.7574
P: -1.1372 -0.2967 -1.6666  0.7604
H: 5.2893 4.8870 -4.5995  0.0618
C: 4.4366 5.2610 -5.1651  -0.1095
C: 3.6780 6.2483 -4.6445  -0.0487
H: 3.9192 6.6382 -3.6539  0.0600
C: -1.4397 2.2924 2.9206  -0.2403
C: -3.2178 0.1500 2.2792  -0.2261
C: -2.9791 2.4074 0.6260  -0.2245
C: 1.0117 -3.4522 -0.3724  -0.2278
C: 0.2632 -3.4364 2.2557  -0.2566
C: -1.7442 -3.3346 0.3117  -0.2210
C: -1.2715 1.1513 -2.7903  -0.2438
C: -2.9633 -0.6832 -1.6625  -0.2191
C: -0.6743 -1.5491 -2.9236  -0.2466
H: 4.2317 4.7256 -6.0909  0.0773
H: 2.7548 6.6308 -5.0855  0.0688
H: -0.5871 2.9165 2.6267  0.0498
H: -1.1295 1.7079 3.7934  0.0479
H: -2.2718 2.9441 3.2135  0.0724
H: -2.7546 -0.5979 2.9319  0.0344
H: -3.7632 -0.3831 1.4858  0.0476
H: -3.9332 0.7469 2.8683  0.0819
H: -2.3480 3.1463 0.1264  0.0524
H: -3.6384 2.9172 1.3389  0.0740
H: -3.5950 1.9083 -0.1234  0.0344
H: 0.7862 -4.5014 -0.1442  0.0702
H: 2.0454 -3.2162 -0.0881  0.0658
H: 0.8364 -3.2397 -1.4359  0.0336
H: 0.1653 -4.4986 1.9741  0.0680
H: -0.4773 -3.1844 3.0395  0.0494
H: 1.2958 -3.2152 2.5694  0.0667
H: -1.6192 -4.3491 0.7185  0.0660
H: -1.8845 -3.3513 -0.7905  0.0473
H: -2.5518 -2.7888 0.8435  0.0492
H: -1.7822 0.8724 -3.7203  0.0793
H: -0.2635 1.5030 -3.0178  0.0300
H: -1.7991 1.9712 -2.2876  0.0582
H: -3.2978 -0.9737 -2.6698  0.0820
H: -3.5526 0.1822 -1.3589  0.0335
H: -3.2052 -1.4995 -0.9812  0.0205
H: -1.1346 -1.3043 -3.8895  0.0748
H: -0.9837 -2.5629 -2.6523  0.0439
H: 0.4091 -1.5530 -3.0577  0.0464
C: 2.1931 2.5637 -1.7719  -0.6137
C: 2.5415 1.4904 -2.6124  -0.1312
C: 3.3782 1.6986 -3.6948  -0.0449
C: 3.9697 2.9431 -3.9080  -0.0356
C: 3.7568 3.9476 -2.9389  -0.0766
C: 2.8114 3.8306 -1.9347  -0.0615
S: 1.0540 2.3244 -0.5011  0.8456
H: 0.4426 0.9962 -1.1448  -0.1188
H: 2.1312 0.4935 -2.5030  0.0876
H: 3.5946 0.8776 -4.3802  0.1265
H: 4.6246 3.0834 -4.7756  0.1065
H: 4.2428 4.9183 -2.9539  0.0773
H: 2.5849 4.7546 -1.3825  0.1321
C: 3.6028 -1.6949 6.0974  0.0289
N: 2.4745 -1.2517 5.3062  -0.0228
N: 2.5809 -0.2428 4.3377  0.0863
C: 1.3479 -0.2708 3.6584  -0.3701
O: 1.2494 0.2359 2.4662  -0.1802
C: 0.4633 -1.0610 4.3852  0.0354
C: 1.2181 -1.7202 5.3567  -0.2194
C: 0.7585 -2.7189 6.3533  0.0245
C: 3.1938 0.9699 4.7646  -0.1816
C: 4.4669 0.9035 5.3332  -0.0374
C: 4.8596 1.8740 6.2480  -0.0463
C: 3.9529 2.8337 6.6556  -0.0458
C: 2.7121 2.9612 5.9990  -0.0423
C: 2.3861 2.1173 4.9374  -0.0046
H: 3.3884 -2.7518 6.3441  0.1042
H: 3.7257 -1.1192 7.0310  0.1292
H: 4.5102 -1.6801 5.4934  0.0997
H: -0.5662 -1.2347 4.0863  0.1140
H: 1.6043 -3.3288 6.7580  0.0962
H: 0.2511 -2.1958 7.2063  0.1302
H: 0.0192 -3.4160 5.8806  0.1084
H: 5.1583 0.1100 5.0882  0.1115
H: 5.8727 1.9393 6.6287  0.1265
H: 4.1492 3.4988 7.4996  0.1260
H: 2.0179 3.7639 6.2647  0.1213
H: 1.5319 2.3666 4.2978  0.1050

Results
Orbital gap   0.1876 Eh
M   599.7 g mol⁻¹
Total charge   +3
Multiplicity   1

=====

[3]
Density functional theory data (the ωB97M-V functional and the def2-TZVPD basis) for a 7-piece molecular cluster, C28H49N7 overall at a distorted geometry.

Last column: Löwdin charge in e.
Element x y z (Å)
C: 16.0026 -26.2106 18.3757  -0.1206
C: 16.5339 -27.6077 18.6262  -0.2689
C: 16.6167 -28.0325 20.1250  -0.1688
C: 17.5794 -27.2147 20.9318  -0.2061
N: 18.4365 -26.7219 21.5714  0.1251
H: 16.6124 -25.4645 18.8853  0.0753
H: 15.0032 -26.0876 18.7930  0.0803
H: 16.0369 -26.0438 17.2990  0.0536
H: 17.4776 -27.6283 18.0811  0.1062
H: 15.8624 -28.2372 18.0423  0.1011
H: 16.8083 -29.1017 20.2151  0.1056
H: 15.6257 -27.8938 20.5572  0.1104
C: 16.3142 -23.0079 15.8067  -0.0928
C: 15.0263 -22.6042 15.0476  -0.2307
C: 15.1304 -21.4183 14.0102  -0.1751
C: 15.8649 -20.2957 14.5810  -0.2647
N: 16.4138 -19.4119 15.0254  0.1452
H: 16.0992 -23.9791 16.2523  0.0509
H: 16.7652 -22.1785 16.3516  0.0701
H: 17.1497 -23.0758 15.1100  0.0708
H: 14.2813 -22.3141 15.7885  0.1006
H: 14.6283 -23.4465 14.4817  0.0769
H: 14.2311 -20.9992 13.5590  0.1124
H: 15.6282 -21.7976 13.1178  0.1128
C: 14.9323 -27.5458 8.5044  -0.0945
C: 14.1548 -26.7879 9.6144  -0.2658
C: 12.9772 -27.5445 10.1803  -0.2128
C: 13.1145 -28.9030 10.7069  -0.2116
N: 13.1757 -29.9217 11.2754  0.1505
H: 15.7591 -26.9612 8.1009  0.0731
H: 14.2190 -27.8191 7.7268  0.0703
H: 15.2472 -28.4802 8.9690  0.0656
H: 13.8047 -25.8519 9.1792  0.1114
H: 14.8930 -26.5476 10.3796  0.0780
H: 12.2017 -27.6884 9.4280  0.1205
H: 12.5365 -26.8378 10.8835  0.1005
C: 21.6046 -29.2875 12.0584  -0.1134
C: 21.3106 -30.6838 12.5679  -0.2574
C: 21.5168 -31.8400 11.5743  -0.1952
C: 22.8270 -32.2743 11.2547  -0.2666
N: 23.8597 -32.5902 10.9977  0.1591
H: 20.6768 -28.7177 12.0086  0.0674
H: 22.3223 -29.2743 11.2381  0.0810
H: 22.2007 -28.8029 12.8316  0.0686
H: 20.3096 -30.6354 12.9965  0.1016
H: 22.1166 -30.7435 13.2993  0.1025
H: 20.8502 -31.4836 10.7891  0.1265
H: 21.0892 -32.7440 12.0079  0.1198
C: 19.7372 -34.2588 19.3578  -0.1171
C: 19.8610 -33.4637 18.0292  -0.2278
C: 18.7417 -32.3771 18.0726  -0.1845
C: 18.3312 -31.9079 16.7376  -0.2313
N: 17.9797 -31.5480 15.6933  0.1381
H: 20.6465 -34.8589 19.3241  0.0693
H: 18.8020 -34.8183 19.3402  0.0726
H: 19.7482 -33.7358 20.3141  0.0730
H: 19.7310 -34.1642 17.2043  0.1091
H: 20.8720 -33.0586 17.9861  0.1075
H: 19.1318 -31.4766 18.5470  0.1189
H: 17.7809 -32.7111 18.4642  0.1187
C: 10.3089 -27.9102 13.0385  -0.1418
C: 9.4557 -27.6337 14.1944  -0.2510
C: 9.7537 -28.6485 15.3958  -0.1586
C: 11.0470 -28.4867 16.0462  -0.2184
N: 12.0662 -28.3551 16.6300  0.1330
H: 11.3282 -27.6114 13.2831  0.0657
H: 10.0612 -27.2822 12.1828  0.0808
H: 10.3010 -28.9539 12.7241  0.0831
H: 8.3823 -27.5573 14.0210  0.1093
H: 9.7671 -26.6354 14.5016  0.1093
H: 9.7003 -29.6516 14.9725  0.1165
H: 9.0424 -28.4935 16.2070  0.1149
C: 16.9594 -28.7569 13.0661  -0.0951
C: 15.9953 -28.6111 14.2850  -0.2131
C: 14.5387 -28.1187 13.8989  -0.1689
C: 14.4431 -26.8657 13.2321  -0.2534
N: 14.4048 -25.8217 12.7722  0.1716
H: 17.0333 -27.7875 12.5733  0.0623
H: 16.6135 -29.5131 12.3614  0.0729
H: 17.9516 -29.0072 13.4414  0.0536
H: 16.3990 -27.9149 15.0201  0.0883
H: 16.0812 -29.5593 14.8158  0.0815
H: 13.8608 -28.0432 14.7491  0.0849
H: 14.2022 -28.8866 13.2023  0.0776

Results
Orbital gap   0.4246 Eh
M   483.7 g mol⁻¹
Multiplicity   1
SMILES   CCCC#N.CCCC#N.CCCC#N.CCCC#N.CCCC#N.CCCC#N.CCCC#N